No. 1
Density functional theory data (wB97M-V/def2-TZVPD) for a cluster of 2 separate species, C25H25NO2 in total in a non-equilibrium geometry.

```
53
Properties=species:S:1:pos:R:3:nbo_charge:R:1
C -0.836 -2.217 -1.780 -0.419
N 0.024 -1.118 -2.240 -0.320
C -0.077 -0.739 -3.648 -0.422
C 0.691 -0.405 -1.365 0.367
C 1.586 0.670 -1.724 -0.162
C 1.157 1.787 -2.482 -0.151
C 2.077 2.738 -2.886 -0.243
C 3.410 2.667 -2.470 0.108
C 4.334 3.783 -2.836 -0.654
C 3.830 1.588 -1.686 -0.256
C 2.931 0.606 -1.301 -0.120
H -1.400 -2.571 -2.644 0.211
H -0.232 -3.034 -1.363 0.223
H -1.521 -1.862 -0.996 0.249
H -0.524 -1.591 -4.165 0.212
H -0.732 0.134 -3.777 0.225
H 0.903 -0.519 -4.086 0.234
H 0.741 -0.844 -0.373 0.257
H 0.095 1.900 -2.705 0.230
H 1.759 3.566 -3.522 0.212
H 5.332 3.617 -2.431 0.216
H 4.404 3.889 -3.924 0.221
H 3.969 4.740 -2.443 0.226
H 4.876 1.529 -1.380 0.217
H 3.233 -0.227 -0.663 0.229
C 1.640 -3.146 4.933 -0.211
C 0.380 -3.271 4.335 -0.228
C 0.007 -2.391 3.314 -0.207
C 0.843 -1.325 2.931 -0.046
C 0.470 -0.321 1.867 0.466
C -0.892 -0.397 1.421 -0.605
C -1.527 0.459 0.487 0.476
C -3.030 0.565 0.595 -0.043
C -3.834 -0.423 1.195 -0.208
C -5.225 -0.282 1.262 -0.224
C -5.843 0.833 0.684 -0.214
C -5.052 1.825 0.079 -0.220
C -3.664 1.682 0.025 -0.199
O -0.936 1.068 -0.431 -0.686
O 1.337 0.454 1.420 -0.663
C 2.107 -1.216 3.536 -0.196
C 2.504 -2.112 4.528 -0.224
H 1.953 -3.858 5.700 0.211
H -0.320 -4.050 4.649 0.211
H -0.950 -2.547 2.817 0.208
H -1.560 -0.922 2.083 0.195
H -3.378 -1.320 1.613 0.208
H -5.821 -1.051 1.764 0.212
H -6.933 0.922 0.692 0.212
H -5.516 2.714 -0.351 0.212
H -3.046 2.437 -0.458 0.229
H 2.771 -0.415 3.214 0.234
H 3.486 -1.996 4.988 0.211
```

Its HOMO-LUMO gap is 7.097 eV.


No. 2
Density functional theory data (wB97M-V/def2-TZVPD) for a structure of composition C25H25OS in a non-equilibrium geometry.

```
52
Properties=species:S:1:pos:R:3:nbo_charge:R:1
C -1.252 3.235 1.557 -0.414
C -2.004 1.904 1.687 -0.423
C -2.582 1.321 0.411 -0.540
S -1.438 1.128 -0.962 0.561
C -0.852 2.831 -1.011 -0.549
C -0.456 3.530 0.280 -0.420
H -1.993 4.044 1.679 0.218
H -0.570 3.330 2.418 0.231
H -1.360 1.160 2.169 0.220
H -2.848 2.067 2.370 0.235
H -2.987 0.321 0.590 0.249
H -3.379 1.958 0.005 0.244
H -0.015 2.823 -1.715 0.255
H -1.697 3.351 -1.485 0.249
H -0.545 4.608 0.082 0.239
H 0.610 3.371 0.472 0.205
C 1.962 -1.318 5.262 -0.262
O 1.839 -0.078 4.526 -0.474
C 1.325 -0.213 3.276 0.337
C 1.382 0.909 2.413 -0.206
C 1.008 0.747 1.092 -0.181
C 0.472 -0.456 0.611 -0.222
C 0.073 -0.577 -0.798 0.197
C -0.751 -1.714 -1.295 -0.054
C -0.399 -1.964 -2.646 -0.053
C -0.924 -3.053 -3.337 -0.181
C -1.887 -3.842 -2.696 -0.154
C -2.237 -3.606 -1.356 -0.212
C -1.690 -2.518 -0.657 -0.184
C 0.650 -1.026 -3.041 0.065
C 0.984 -0.213 -1.919 -0.162
C 2.067 0.645 -1.986 -0.164
C 2.778 0.757 -3.196 -0.206
C 2.407 -0.005 -4.313 -0.162
C 1.370 -0.941 -4.228 -0.201
C 0.380 -1.545 1.494 -0.085
C 0.775 -1.427 2.813 -0.330
H 2.488 -1.062 6.182 0.219
H 0.967 -1.727 5.486 0.184
H 2.538 -2.056 4.683 0.190
H 1.756 1.860 2.793 0.234
H 1.150 1.575 0.405 0.209
H -0.581 -3.247 -4.351 0.229
H -2.368 -4.655 -3.244 0.235
H -2.939 -4.273 -0.851 0.234
H -1.968 -2.326 0.381 0.224
H 2.407 1.177 -1.102 0.223
H 3.615 1.450 -3.260 0.233
H 2.944 0.120 -5.256 0.234
H 1.089 -1.591 -5.060 0.227
H -0.003 -2.504 1.153 0.220
H 0.689 -2.287 3.480 0.238
```

The charge is +1. Its HOMO-LUMO gap is 6.963 eV.


No. 3
Density functional theory data (wB97M-V/def2-TZVPD) for a structure of composition C25H26AsFN2O3PtS.

```
60
Properties=species:S:1:pos:R:3:lowdin_spin:R:1
Pt 1.614 0.108 -0.105 1.418
C -3.574 3.595 4.209 0.000
C -2.615 2.530 3.771 0.000
C -2.455 2.217 2.422 0.001
C -1.551 1.249 2.014 0.003
C -0.804 0.582 2.973 0.003
C -0.945 0.866 4.329 0.002
C -1.847 1.839 4.712 0.001
S 0.360 -0.649 2.551 0.028
O 0.142 -1.837 3.302 0.023
O 1.695 -0.084 2.454 0.094
N 0.149 -1.001 0.897 0.281
C -0.770 -1.782 0.371 0.133
C -2.104 -1.991 0.764 0.411
C -2.853 -2.582 -0.363 0.088
C -2.461 -2.412 -2.567 0.014
C -1.390 -1.576 -3.175 0.000
C -1.123 -1.038 -4.365 0.037
C -0.010 -0.093 -4.462 0.013
C 0.642 0.398 -3.405 0.037
N 0.280 0.021 -2.050 0.205
C -0.631 -1.175 -1.973 0.038
H -4.324 3.795 3.447 0.000
H -3.035 4.524 4.404 0.000
H -4.082 3.311 5.130 0.000
H -3.050 2.735 1.680 0.000
H -1.437 1.025 0.962 0.002
H -0.374 0.327 5.073 0.000
H -1.969 2.061 5.765 0.000
H -2.522 -1.672 1.709 0.015
H -3.679 -3.229 -0.074 0.013
H -3.067 -3.015 -3.237 0.001
H -1.704 -1.265 -5.249 0.002
H 0.304 0.237 -5.443 0.002
H 1.486 1.068 -3.462 0.001
F -4.711 -1.982 -1.782 0.013
C -3.406 -1.629 -1.547 0.092
C -3.394 -0.128 -1.434 0.359
C -2.303 0.719 -1.529 0.018
C -1.067 0.127 -1.579 0.348
C -0.537 -2.333 -1.008 0.019
C -1.811 -3.138 -1.357 0.010
H -4.386 0.296 -1.335 0.017
H -2.445 1.792 -1.528 -0.005
H 0.400 -2.887 -1.078 0.002
H -1.659 -4.211 -1.405 0.001
C 5.920 2.090 -0.193 0.003
As 4.800 0.590 -0.530 0.022
C 5.139 -0.160 -2.251 0.001
C 4.962 -0.722 0.845 0.011
O 3.176 1.200 -0.500 0.221
H 6.957 1.754 -0.206 0.000
H 5.676 2.507 0.783 0.000
H 5.764 2.838 -0.967 0.000
H 6.150 -0.568 -2.266 0.000
H 5.048 0.616 -3.008 0.000
H 4.423 -0.958 -2.443 0.001
H 6.017 -0.981 0.937 0.001
H 4.391 -1.612 0.586 0.002
H 4.600 -0.305 1.784 0.000
```

As for the expectation value of S²: 6.05. The charge is +2. As for the spin multiplicity: 5. Its HOMO-LUMO gap (spin up / spin down) is 8.102 / 5.584 eV.


No. 4
Density functional theory data (wB97M-V/def2-TZVPD) for a structure of composition C25H26B3N4O14P in a non-equilibrium geometry.

```
73
Properties=species:S:1:pos:R:3:lowdin_charge:R:1
C -1.834 2.991 -2.294 0.049
B -1.372 1.786 -1.394 -0.556
O -2.168 1.185 -0.402 0.238
B -1.561 -0.042 -0.071 -0.297
O -0.282 0.025 0.504 0.250
B 0.315 1.077 -0.175 -0.534
P 1.562 2.320 0.618 0.554
O 2.958 1.892 0.564 -0.251
O 1.397 3.715 -0.231 -0.130
O 1.083 2.703 2.139 -0.132
O -0.080 1.227 -1.500 0.166
H -2.531 3.623 -1.717 0.075
H -2.290 2.694 -3.247 0.080
H -0.941 3.608 -2.495 0.076
H -2.071 -1.082 -0.315 0.129
H 0.562 4.152 -0.001 0.075
H 0.122 2.849 2.112 0.063
C -1.719 -3.495 4.799 -0.072
C -1.398 -3.630 3.455 -0.060
C -2.359 -3.387 2.485 -0.007
C -3.633 -3.010 2.877 -0.151
C -3.967 -2.881 4.214 -0.003
C -3.002 -3.125 5.177 -0.078
N -4.642 -2.725 1.848 -0.351
O -4.307 -2.855 0.685 0.065
O -5.745 -2.362 2.215 0.076
H -0.965 -3.676 5.554 0.112
H -0.397 -3.919 3.162 0.110
H -2.105 -3.491 1.440 0.117
H -4.964 -2.588 4.514 0.119
H -3.248 -3.022 6.225 0.110
C -1.525 4.173 4.809 -0.076
C -2.218 3.070 4.325 -0.076
C -2.068 1.834 4.934 -0.001
C -1.226 1.719 6.028 -0.140
C -0.524 2.808 6.516 0.004
C -0.677 4.041 5.900 -0.060
N -1.084 0.413 6.689 -0.340
O -1.701 -0.524 6.216 0.070
O -0.362 0.346 7.665 0.087
H -1.649 5.139 4.335 0.108
H -2.879 3.175 3.473 0.108
H -2.608 0.978 4.555 0.119
H 0.135 2.710 7.367 0.122
H -0.136 4.900 6.274 0.110
C 0.538 -4.897 -4.524 -0.069
C 1.734 -4.849 -3.819 -0.065
C 2.064 -3.719 -3.089 -0.001
C 1.186 -2.648 -3.071 -0.134
C -0.006 -2.680 -3.774 0.005
C -0.329 -3.812 -4.505 -0.059
N 1.520 -1.459 -2.280 -0.288
O 2.582 -1.449 -1.689 0.106
O 0.714 -0.537 -2.256 0.052
H 0.280 -5.784 -5.089 0.108
H 2.408 -5.696 -3.837 0.108
H 2.996 -3.685 -2.542 0.120
H -0.684 -1.838 -3.760 0.123
H -1.258 -3.851 -5.057 0.110
C 5.397 2.159 -4.079 -0.066
C 5.361 2.272 -5.464 -0.070
C 4.258 1.816 -6.170 -0.009
C 3.200 1.255 -5.475 -0.144
C 3.227 1.131 -4.097 0.007
C 4.333 1.585 -3.396 -0.045
N 2.017 0.791 -6.215 -0.347
O 2.029 0.895 -7.427 0.075
O 1.090 0.330 -5.571 0.069
H 6.257 2.521 -3.530 0.108
H 6.193 2.718 -5.993 0.106
H 4.235 1.905 -7.246 0.117
H 2.400 0.689 -3.558 0.097
H 4.362 1.495 -2.317 0.112
```

Its HOMO-LUMO gap is 9.079 eV.


No. 5
Density functional theory data (wB97M-V/def2-TZVPD) for a cluster of 10 separate species, C25H26BCl36N2 in total in a non-equilibrium geometry.

```
90
Properties=species:S:1:pos:R:3:lowdin_charge:R:1
C -3.685 -3.631 1.313 -0.047
C -3.971 -2.478 1.506 -0.142
C -4.186 -1.032 1.630 -0.213
C -2.872 -0.297 1.934 -0.230
C -1.934 -0.297 0.717 -0.157
B -0.393 0.148 1.080 -0.731
N -0.389 1.573 1.779 0.066
C 0.608 0.200 -0.232 -0.125
C 0.118 1.067 -1.402 -0.222
C 0.496 0.585 -2.818 -0.230
C 0.277 -0.904 -3.080 -0.248
C -1.159 -1.374 -2.869 -0.241
C -1.274 -2.892 -3.144 -0.107
C 0.299 -0.868 2.178 -0.094
C 1.446 -0.448 2.840 -0.077
C 2.054 -1.320 3.741 -0.091
C 1.471 -2.567 3.932 -0.285
N 0.367 -2.991 3.327 0.042
C -0.192 -2.146 2.451 -0.105
H -3.226 -4.557 1.064 0.001
H -4.547 -0.690 0.654 0.113
H -4.983 -0.825 2.350 0.105
H -3.121 0.749 2.137 0.103
H -2.375 -0.698 2.819 0.104
H -2.413 0.329 -0.048 0.088
H -1.928 -1.317 0.299 0.078
H -0.702 1.464 2.739 0.032
H -1.020 2.218 1.315 0.032
H 0.848 -0.829 -0.521 0.085
H 1.545 0.643 0.126 0.073
H -0.960 1.261 -1.377 0.090
H 0.594 2.047 -1.282 0.097
H -0.066 1.139 -3.577 0.053
H 1.568 0.775 -2.949 0.102
H 0.932 -1.526 -2.465 0.097
H 0.566 -1.122 -4.117 0.107
H -1.813 -0.853 -3.574 0.104
H -1.507 -1.187 -1.855 0.081
H -0.286 -3.345 -3.250 0.061
H -1.784 -3.417 -2.334 0.059
H -1.824 -3.102 -4.064 0.059
H 1.860 0.533 2.624 -0.043
H 2.966 -1.027 4.247 0.066
H 1.908 -3.304 4.617 -0.020
H -1.078 -2.514 1.947 0.091
C -0.474 4.457 -5.175 -2.025
Cl 1.101 3.714 -4.938 0.524
Cl -0.579 5.949 -4.236 0.534
Cl -0.670 4.839 -6.897 0.453
Cl -1.742 3.348 -4.658 0.556
C 4.448 -3.581 7.410 -2.011
Cl 3.388 -2.946 6.158 0.629
Cl 3.737 -3.274 9.001 0.502
Cl 4.644 -5.330 7.195 0.494
Cl 6.035 -2.801 7.312 0.525
C 3.774 3.662 1.944 -2.030
Cl 2.825 4.874 2.813 0.514
Cl 3.184 2.053 2.344 0.628
Cl 3.617 3.931 0.205 0.516
Cl 5.482 3.816 2.409 0.493
C 2.910 -6.482 2.761 -2.040
Cl 4.297 -7.348 2.070 0.503
Cl 2.608 -5.019 1.841 0.576
Cl 1.484 -7.527 2.705 0.509
Cl 3.269 -6.070 4.444 0.489
C -2.920 -5.493 5.116 -2.028
Cl -4.340 -5.971 6.067 0.495
Cl -3.399 -5.168 3.447 0.598
Cl -2.214 -4.034 5.805 0.530
Cl -1.724 -6.800 5.159 0.497
C -1.208 7.307 -10.680 -2.032
Cl -2.946 7.597 -10.714 0.508
Cl -0.368 8.781 -10.192 0.535
Cl -0.879 6.031 -9.502 0.443
Cl -0.643 6.808 -12.278 0.532
C 3.731 5.300 -8.238 -2.042
Cl 4.394 6.647 -7.307 0.526
Cl 2.228 5.806 -9.018 0.486
Cl 4.898 4.810 -9.476 0.517
Cl 3.408 3.942 -7.159 0.510
C 1.491 -5.807 11.812 -2.062
Cl -0.093 -6.125 12.527 0.519
Cl 2.718 -6.763 12.654 0.514
Cl 1.469 -6.247 10.106 0.525
Cl 1.874 -4.090 11.973 0.507
C -5.011 8.404 -7.041 -2.052
Cl -6.503 7.788 -6.327 0.528
Cl -5.312 8.876 -8.720 0.493
Cl -4.457 9.812 -6.130 0.524
Cl -3.769 7.149 -6.998 0.513
```

The charge is -1. Its HOMO-LUMO gap is 5.764 eV.


No. 6
Density functional theory data (wB97M-V/def2-TZVPD) for a structure of composition C25H26Cl2N2OS3SbTi in a non-equilibrium geometry.

```
61
Properties=species:S:1:pos:R:3:nbo_charge:R:1
Ti 0.708 0.197 0.362 1.056
C -1.360 -1.998 -2.720 -0.691
C -0.319 -1.605 -1.726 0.438
N -0.429 -0.470 -1.079 -0.428
N -1.532 0.289 -1.325 -0.342
C -2.023 0.972 -0.352 -0.063
S -1.357 0.981 1.263 -0.132
S -3.385 1.990 -0.742 0.314
C -4.491 1.640 0.696 -0.538
C -4.983 0.239 0.541 0.033
C -6.058 -0.034 -0.298 -0.229
C -6.424 -1.342 -0.559 -0.195
C -5.716 -2.387 0.012 -0.212
C -4.658 -2.124 0.866 -0.195
C -4.299 -0.815 1.134 -0.258
C 0.772 -2.498 -1.402 -0.221
C 1.137 -3.566 -2.237 -0.128
C 2.121 -4.457 -1.874 -0.220
C 2.783 -4.319 -0.658 -0.133
C 2.434 -3.297 0.199 -0.267
C 1.436 -2.380 -0.147 0.413
O 1.100 -1.434 0.705 -0.664
H -2.343 -1.687 -2.365 0.276
H -1.359 -3.068 -2.900 0.241
H -1.184 -1.474 -3.660 0.266
H -5.288 2.374 0.601 0.249
H -3.933 1.797 1.617 0.241
H -6.598 0.783 -0.754 0.215
H -7.256 -1.547 -1.215 0.223
H -5.987 -3.407 -0.209 0.220
H -4.113 -2.937 1.323 0.216
H -3.480 -0.601 1.807 0.215
H 0.646 -3.684 -3.191 0.227
H 2.381 -5.266 -2.537 0.234
H 3.567 -5.007 -0.381 0.235
H 2.910 -3.177 1.162 0.236
Cl 1.508 0.690 2.551 0.193
C 3.199 0.313 2.444 0.018
C 3.897 0.054 3.611 -0.246
C 5.266 -0.143 3.551 -0.188
C 5.928 -0.042 2.336 -0.198
C 5.216 0.180 1.171 -0.038
Cl 6.031 0.303 -0.336 0.062
C 3.820 0.331 1.193 -0.253
S 2.968 0.579 -0.309 -0.092
H 3.368 0.021 4.551 0.241
H 5.817 -0.360 4.451 0.239
H 7.000 -0.130 2.273 0.245
C 2.224 3.675 -2.010 -0.954
Sb 0.727 2.865 -0.691 1.112
C -0.807 4.368 -0.880 -0.955
C 1.462 3.714 1.156 -0.959
H 2.465 4.685 -1.701 0.239
H 1.834 3.697 -3.024 0.238
H 3.119 3.059 -1.977 0.247
H -0.362 5.342 -0.704 0.237
H -1.584 4.175 -0.145 0.244
H -1.244 4.351 -1.873 0.239
H 1.589 4.786 1.020 0.238
H 2.416 3.270 1.440 0.229
H 0.723 3.537 1.940 0.232
```

The charge is +1. Its HOMO-LUMO gap is 6.574 eV.


No. 7
Density functional theory data (wB97M-V/def2-TZVPD) for a cluster of 2 separate species, C25H26FNO7 in total.

```
60
Properties=species:S:1:pos:R:3:nbo_charge:R:1
C 3.789 0.138 2.893 -0.368
C 2.640 0.788 3.038 -0.206
C 1.377 0.224 2.479 -0.004
C 0.561 -0.487 3.350 -0.160
C -0.604 -1.075 2.882 -0.111
C -0.968 -0.956 1.537 -0.138
C -0.150 -0.217 0.677 0.384
O -0.440 -0.075 -0.659 -0.432
N -1.745 0.508 -0.880 0.412
O -1.971 0.514 -2.009 -0.224
C 1.025 0.384 1.133 -0.086
C 1.922 1.176 0.215 -0.100
O 2.091 2.521 0.651 -0.500
C 0.951 3.253 0.835 0.285
C 0.903 4.098 1.935 -0.218
C -0.226 4.860 2.178 -0.204
C -1.323 4.794 1.327 -0.238
C -1.257 3.966 0.217 -0.188
C -0.130 3.200 -0.035 -0.296
C -2.201 -1.663 1.082 0.522
O -2.416 -1.945 -0.078 -0.520
C -3.192 -2.069 2.138 -0.018
C -4.593 -2.342 1.660 -0.497
C -5.299 -3.488 2.375 0.060
F -6.076 -3.015 3.430 -0.370
C -2.821 -2.172 3.418 -0.253
C -1.439 -1.873 3.833 0.525
O -0.980 -2.248 4.892 -0.503
H 3.862 -0.657 2.158 0.192
H 4.655 0.330 3.511 0.209
H 2.591 1.731 3.572 0.222
H 0.827 -0.599 4.391 0.246
H 1.607 1.118 -0.826 0.210
H 2.922 0.746 0.256 0.215
H 1.763 4.151 2.589 0.214
H -0.259 5.517 3.038 0.214
H -2.209 5.382 1.523 0.216
H -2.095 3.929 -0.468 0.215
H -0.085 2.574 -0.916 0.216
H -4.591 -2.534 0.590 0.253
H -5.156 -1.416 1.814 0.251
H -4.566 -4.182 2.788 0.169
H -5.942 -4.026 1.679 0.174
H -3.532 -2.491 4.171 0.238
C 0.799 0.390 -3.986 -0.261
O 2.042 -0.091 -3.498 -0.557
C 2.060 -1.498 -3.312 -0.089
C 2.814 -2.196 -4.420 -0.088
O 2.130 -2.103 -5.659 -0.550
C 2.687 -1.147 -6.540 -0.252
H 0.925 1.449 -4.214 0.187
H 0.491 -0.132 -4.895 0.178
H 0.027 0.284 -3.224 0.178
H 1.041 -1.891 -3.243 0.182
H 2.565 -1.697 -2.361 0.178
H 2.902 -3.259 -4.174 0.183
H 3.824 -1.782 -4.504 0.174
H 3.671 -1.471 -6.896 0.166
H 2.782 -0.167 -6.064 0.177
H 2.017 -1.062 -7.394 0.191
```

As for the SMILES: C=Cc1cc2c(c(ON=O)c1COc1ccccc1)C(=O)C(CCF)=CC2=O.COCCOC. Its HOMO-LUMO gap is 7.602 eV.


no.,E (eV)
1,-31914.23886
2,-39206.71730
3,-113084.68249
4,-72287.39119
5,-480807.78093
6,-118573.77008
7,-44881.47835